96
Properties=species:S:1:pos:R:3:mulliken_spin:R:1 method="wB97M-V/def2-TZVPD" e_tot_ha=-2386.0901 total_charge=+1 de_lowest_kcal_mol=5.8 multiplicity=3 homo_lumo_gap_ev="7.58 / 7.22" fmax_ev_per_a=1.1
Mo -0.49670 0.52872 0.35322 2.00
C -2.63072 3.79370 1.16262 -0.01
C -1.44055 3.26803 1.98319 0.05
N -0.37121 2.67053 1.14137 -0.01
C 0.12618 3.67584 0.15086 0.00
C 0.24559 3.13689 -1.27147 0.01
N -0.67269 2.00118 -1.50464 -0.02
C -1.93035 2.43916 -2.15605 0.02
C -2.68397 3.45862 -1.32081 0.01
N -2.97486 2.95627 0.01679 0.04
H -3.47790 3.88670 1.84321 0.00
H -2.41987 4.81012 0.82530 0.00
H -1.01370 4.10533 2.54209 0.00
H -1.75834 2.52284 2.70247 -0.01
H 0.43860 2.48926 1.74198 0.00
H -0.54882 4.52546 0.17670 0.00
H 1.09747 4.02682 0.48038 0.00
H 0.03529 3.93925 -1.98303 0.00
H 1.25342 2.79419 -1.46555 0.00
H -0.20675 1.41045 -2.18821 -0.01
H -1.67948 2.88794 -3.12113 0.00
H -2.54793 1.56328 -2.34161 0.00
H -2.09397 4.37438 -1.24472 0.00
H -3.59511 3.73332 -1.85565 0.00
H -3.92737 2.63752 0.05388 0.00
C 1.05525 -3.56280 1.05578 0.01
C 2.24614 -2.67569 0.68332 0.01
C 2.65983 -1.65662 1.72263 0.00
C 3.99003 -1.64036 2.13580 0.00
C 4.43393 -0.78323 3.13305 0.00
C 3.53405 0.06565 3.74876 0.00
C 2.20245 0.10433 3.34938 -0.01
C 1.28466 1.09014 4.04512 -0.01
C 0.97871 0.69571 5.49315 0.00
C 1.78243 -0.75089 2.32107 0.04
N 0.38247 -0.64402 1.91417 -0.12
C -0.44923 -1.18182 2.76856 0.06
C -1.77789 -0.77886 2.73425 -0.01
C -2.84985 -1.01213 3.59231 0.07
C -3.82806 -0.09302 3.23265 -0.01
C -3.30609 0.64570 2.16926 0.07
N -2.06337 0.24256 1.83779 -0.08
H 1.05485 -4.46577 0.44559 0.00
H 0.09667 -3.06753 0.90878 0.01
H 1.11867 -3.87246 2.10329 0.00
H 2.06650 -2.17188 -0.26897 0.00
H 3.10695 -3.32258 0.51354 0.00
H 4.68117 -2.34230 1.68134 0.00
H 5.47448 -0.79181 3.43624 0.00
H 3.86843 0.73625 4.53403 0.00
H 0.34073 1.18777 3.51362 0.01
H 1.76555 2.07069 4.02036 0.00
H 0.45529 -0.26321 5.53938 0.00
H 0.34957 1.44584 5.97534 0.00
H 1.89499 0.59781 6.07710 0.00
H -0.07369 -1.85266 3.53398 0.00
H -2.87750 -1.73665 4.39310 0.00
H -4.79707 0.04967 3.68727 0.00
H -3.79292 1.45749 1.67139 0.01
C 2.37364 1.07851 -5.07637 0.00
C 3.03366 0.76527 -3.89537 0.00
C 2.36231 0.09520 -2.88232 0.00
C 1.02849 -0.28857 -3.04899 -0.02
C 0.37498 0.02602 -4.24020 -0.01
C 1.04473 0.71237 -5.24511 0.00
P 0.20423 -1.20137 -1.69522 0.03
C 0.64639 -2.94120 -2.06378 0.00
C 1.88272 -3.26670 -2.62030 0.00
C 2.20917 -4.59067 -2.87612 0.00
C 1.30650 -5.60233 -2.57905 0.00
C 0.07658 -5.28630 -2.01956 0.00
C -0.24993 -3.96370 -1.75390 0.00
C -1.56296 -1.09654 -1.93315 -0.02
C -2.35412 -1.65672 -2.93748 -0.03
C -3.72652 -1.51586 -2.86690 0.03
C -4.28035 -0.84467 -1.77696 -0.02
C -3.48137 -0.30350 -0.78116 0.00
C -2.08492 -0.39381 -0.84293 -0.06
H 2.89381 1.60840 -5.86425 0.00
H 4.06859 1.05235 -3.75740 0.00
H 2.87077 -0.12797 -1.95288 0.00
H -0.66322 -0.24765 -4.38387 0.00
H 0.52664 0.95639 -6.16398 0.00
H 2.59335 -2.49047 -2.87336 0.00
H 3.16891 -4.82962 -3.31685 0.00
H 1.56032 -6.63437 -2.78511 0.00
H -0.63295 -6.07021 -1.78586 0.00
H -1.21021 -3.73234 -1.30850 0.00
H -1.89741 -2.22611 -3.74092 0.00
H -4.36476 -1.94657 -3.62918 0.00
H -5.35764 -0.75488 -1.69481 0.00
H -3.97466 0.17919 0.04156 0.00
O 2.33711 2.40243 1.37754 0.01
C 2.48994 1.55285 0.51931 0.02
O 1.55287 0.90862 -0.13785 -0.05
H 3.50090 1.31542 0.16766 -0.01


105
Properties=species:S:1:pos:R:3:lowdin_charge:R:1 method="wB97M-V/def2-TZVPD" e_tot_ha=-4090.2106 total_charge=+1 de_lowest_kcal_mol=0.0 multiplicity=1 homo_lumo_gap_ev=4.53 fmax_ev_per_a=3.1
Sn -0.66354 -0.04982 0.06964 1.17
O -2.77972 0.97954 -0.12751 -0.27
C -3.43229 1.82174 0.56674 -0.41
C -4.35948 2.68792 -0.08304 -0.02
C -5.07791 3.62284 0.60797 -0.08
C -4.93816 3.73520 1.99953 -0.10
C -4.07387 2.90519 2.66751 -0.05
C -3.29660 1.94462 1.99413 -0.17
C -2.48786 1.09059 2.78168 -0.05
N -1.59422 0.24121 2.37908 -0.07
N -1.04054 -0.54986 3.25908 0.05
C -0.27199 -1.54598 2.85331 -0.48
O -0.04490 -1.77378 1.64142 -0.21
C 0.29064 -2.41623 3.89174 -0.16
C 0.44962 -1.97601 5.20310 -0.02
C 0.97898 -2.83130 6.15201 -0.07
C 1.33006 -4.12679 5.80402 -0.08
C 1.19459 -4.55893 4.49470 -0.08
C 0.69252 -3.70353 3.53483 -0.03
H -4.45048 2.58110 -1.15464 0.11
H -5.75641 4.28467 0.08785 0.11
H -5.52122 4.46399 2.54069 0.10
H -3.96006 2.99177 3.73946 0.11
H -2.66187 1.12741 3.85924 0.14
H 0.16130 -0.96813 5.45907 0.11
H 1.11767 -2.49109 7.16729 0.11
H 1.71581 -4.80303 6.55315 0.10
H 1.47111 -5.56627 4.22302 0.10
H 0.59841 -4.01159 2.50321 0.11
C 1.23806 5.33107 0.92373 -0.02
C 0.04886 4.97357 0.02781 -0.54
C -1.06694 4.27345 0.80485 -0.04
C -0.52314 6.25885 -0.57107 -0.04
N 0.53689 4.08812 -1.04419 0.02
C 0.61055 4.41978 -2.36764 -0.01
C 1.21589 3.39886 -3.01819 -0.05
N 1.51594 2.42740 -2.10891 0.01
B 2.28547 1.16295 -2.54785 -0.58
N 1.37402 0.07735 -3.16031 0.01
C 1.91998 -0.98025 -3.82215 -0.07
C 0.91120 -1.75682 -4.28384 -0.03
N -0.27158 -1.18438 -3.90194 0.02
C 0.03471 -0.05716 -3.21478 -0.67
S -1.04423 1.03125 -2.49332 0.84
C -1.56780 -1.73177 -4.34567 -0.53
C -2.77060 -1.12901 -3.62668 -0.08
C -1.55784 -3.23756 -4.06130 -0.01
C -1.68622 -1.45571 -5.84847 -0.01
N 3.10936 0.61948 -1.36654 0.02
C 4.20207 1.30607 -0.93015 -0.05
C 4.75655 0.61712 0.09559 -0.01
N 4.00790 -0.50452 0.29760 0.02
C 2.98711 -0.48221 -0.59892 -0.65
S 1.74581 -1.62795 -0.76315 0.80
C 4.25710 -1.49486 1.35723 -0.54
C 5.59056 -1.20744 2.05015 -0.04
C 4.30774 -2.89351 0.73585 -0.04
C 3.12648 -1.36464 2.37796 -0.02
C 1.07679 2.85457 -0.90975 -0.66
S 1.18868 1.96624 0.54487 0.75
H 0.91943 6.02137 1.69865 0.10
H 1.65065 4.44628 1.39914 0.05
H 2.01883 5.80873 0.33599 0.09
H -1.57357 4.98944 1.44405 0.10
H -1.79597 3.85456 0.11495 0.09
H -0.68531 3.47582 1.43425 0.03
H -0.88093 6.88056 0.24389 0.10
H 0.22781 6.83002 -1.11028 0.09
H -1.36703 6.05289 -1.22438 0.10
H 0.23129 5.33386 -2.76480 0.12
H 1.46019 3.28574 -4.05375 0.13
H 3.05004 1.49273 -3.39936 0.14
H 2.97906 -1.10551 -3.90855 0.14
H 0.96645 -2.66785 -4.83996 0.13
H -2.71304 -1.29115 -2.55305 0.05
H -2.86716 -0.06509 -3.81143 0.04
H -3.66642 -1.61493 -4.00264 0.10
H -1.31240 -3.41020 -3.01558 0.08
H -2.54438 -3.64767 -4.25556 0.10
H -0.85306 -3.77571 -4.68782 0.08
H -1.66843 -0.38477 -6.03640 0.09
H -0.87505 -1.91926 -6.40429 0.09
H -2.62598 -1.85132 -6.22267 0.10
H 4.49724 2.23581 -1.36939 0.13
H 5.61967 0.86392 0.67380 0.12
H 6.41687 -1.20182 1.34444 0.09
H 5.56636 -0.26384 2.59025 0.09
H 5.77919 -1.99140 2.77911 0.10
H 5.02607 -2.92917 -0.08322 0.10
H 4.61040 -3.61078 1.49305 0.09
H 3.33330 -3.18579 0.35622 0.02
H 3.09661 -0.35520 2.78707 0.10
H 2.17824 -1.57569 1.90256 0.03
H 3.26584 -2.06456 3.19805 0.10
Cl -1.44869 -6.09772 -0.10819 0.71
C -2.27261 -4.59021 0.00193 -0.64
C -3.61308 -4.52376 0.36195 -0.06
C -4.21037 -3.27405 0.40549 -0.02
C -3.45915 -2.15483 0.08188 -0.11
N -2.17749 -2.22950 -0.24613 0.01
C -1.58920 -3.41229 -0.27781 -0.19
H -4.17265 -5.41802 0.59422 0.12
H -5.25002 -3.17700 0.67750 0.12
H -3.88489 -1.16178 0.07263 0.11
H -0.53561 -3.42469 -0.51493 0.09


98
Properties=species:S:1:pos:R:3:mulliken_spin:R:1 method="wB97M-V/def2-TZVPD" e_tot_ha=-4111.4412 total_charge=0 de_lowest_kcal_mol=0.0 multiplicity=2 homo_lumo_gap_ev="6.87 / 6.22" fmax_ev_per_a=0.5
Cu 0.50958 1.15854 0.80829 -0.01
C 1.17568 0.65511 -1.20730 0.00
C 0.45517 0.03227 -2.37732 0.00
C 0.22961 0.94667 -3.56644 0.00
C -0.56469 0.68421 -4.61166 0.00
C -1.28111 -0.55521 -4.95529 0.00
C -1.27987 -1.69084 -4.23647 0.00
C -1.84994 -2.97332 -4.75031 0.00
C -0.64890 -1.66164 -2.89538 -0.01
N 1.18860 -2.10273 -1.46880 0.00
C 2.36928 -2.72681 -0.94271 0.00
C 3.67403 -2.89498 -1.69297 0.00
C 2.62075 -2.44378 0.52214 0.00
C 3.44950 -3.45864 1.26665 0.00
N 2.19547 -1.36809 1.02501 0.00
C 2.55259 -0.99588 2.34773 0.00
C 1.74245 -1.34736 3.43001 0.00
C 0.51663 -2.18818 3.22398 0.00
C 2.07538 -0.86110 4.68782 0.00
C 3.17685 -0.04132 4.87014 0.00
C 3.95963 0.30655 3.78107 0.00
C 3.65612 -0.15881 2.50876 0.00
C 4.47464 0.24631 1.31393 0.00
H 0.91793 1.72086 -1.14720 0.00
H 2.25392 0.55093 -1.31338 0.00
H 0.88439 -0.02080 -0.36683 0.00
H 0.75811 1.89292 -3.53791 0.00
H -0.63734 1.46944 -5.35675 0.00
H -1.78133 -0.54889 -5.91899 0.00
H -2.24198 -2.87280 -5.76245 0.00
H -2.64246 -3.33192 -4.08928 0.00
H -1.07162 -3.74132 -4.74499 0.00
H 3.53910 -3.26224 -2.70358 0.00
H 4.31192 -3.60018 -1.16329 0.00
H 4.20258 -1.93810 -1.73628 0.00
H 3.30900 -4.45472 0.84707 0.00
H 3.18707 -3.46384 2.32497 0.00
H 4.51110 -3.21056 1.19323 0.00
H -0.15977 -1.69794 2.52415 0.00
H -0.01362 -2.32784 4.16540 0.00
H 0.76146 -3.17532 2.82468 0.00
H 1.44168 -1.11152 5.52990 0.00
H 3.40923 0.34518 5.85351 0.00
H 4.80790 0.96783 3.91028 0.00
H 5.20805 1.00233 1.58918 0.00
H 3.83526 0.65867 0.52624 0.00
H 5.00985 -0.60303 0.88008 0.00
O 0.78395 2.60409 2.22508 0.00
S -0.41654 2.09729 2.92761 0.00
O -0.56507 2.49301 4.28556 0.01
O -1.64549 2.83882 2.20124 -0.01
O -0.54053 0.66938 2.62806 0.01
C -0.62675 4.28590 -0.31872 -0.01
C -2.00504 4.03038 0.19954 0.27
C -3.00144 4.95238 0.14275 -0.10
C -4.29821 4.68615 0.62594 0.36
C -4.60708 3.42486 1.16939 -0.11
C -3.68623 2.43074 1.25076 0.26
C -3.98012 1.09075 1.84318 -0.02
C -2.24965 2.70022 0.86326 0.17
N -1.66187 1.58751 0.08163 0.03
C -2.30474 1.19449 -0.95434 0.03
C -3.51242 1.87874 -1.56149 0.04
C -2.03425 -0.07308 -1.67707 0.00
C -3.20339 -0.96769 -1.93466 0.00
N -0.90155 -0.52884 -2.12686 0.00
C 0.86762 -1.44039 -2.73905 0.00
C 1.77747 -1.70404 -3.90530 0.00
C 2.56876 -0.59327 -4.54831 0.00
C 1.91916 -2.95368 -4.35714 0.00
C 1.42363 -4.19236 -3.75972 0.00
C 1.13496 -4.44062 -2.47760 0.00
C 1.11838 -3.53219 -1.30205 0.00
C 0.18296 -4.01050 -0.21109 0.00
H -0.49763 5.34048 -0.55915 0.01
H -0.43732 3.70841 -1.23069 0.03
H 0.12496 4.00094 0.42210 0.00
H -2.78631 5.92442 -0.28586 0.00
H -5.05812 5.45334 0.57802 0.02
H -5.61116 3.23640 1.53198 0.00
H -4.99791 1.05801 2.22924 0.00
H -3.28263 0.86806 2.65359 0.02
H -3.86346 0.28725 1.10976 0.02
H -3.50553 2.95141 -1.39354 -0.01
H -4.44021 1.47571 -1.15356 -0.01
H -3.51305 1.68777 -2.63594 0.00
H -4.00468 -0.79815 -1.21736 0.00
H -2.82724 -1.99758 -1.84189 0.00
H -3.61092 -0.87674 -2.94558 0.00
H 2.86242 0.16105 -3.81496 0.00
H 2.00610 -0.07686 -5.32574 0.00
H 3.47741 -0.99730 -4.99373 0.00
H 2.54516 -3.09720 -5.23443 0.00
H 1.37733 -5.04010 -4.43586 0.00
H 0.85171 -5.46004 -2.23323 0.00
H -0.80968 -4.18057 -0.63193 0.00
H 0.09765 -3.25244 0.56363 0.00
H 0.53074 -4.94601 0.23454 0.00


98
Properties=species:S:1:pos:R:3:lowdin_charge:R:1 method="wB97M-V/def2-TZVPD" e_tot_ha=-2110.8413 total_charge=0 de_lowest_kcal_mol=9.7 multiplicity=1 homo_lumo_gap_ev=4.31 fmax_ev_per_a=1.3
Rb 0.20993 0.45328 0.58499 1.04
C -1.63397 5.58707 -4.90617 -0.05
C -1.04437 4.32825 -4.32670 -0.27
C -0.34662 3.43282 -5.07015 -0.01
C 0.21757 2.25541 -4.49439 -0.12
C 0.85052 1.31603 -5.31343 -0.01
N 1.39872 0.21673 -4.86130 0.05
C 1.92162 -0.85630 -5.69403 -0.17
C 1.43617 -2.21350 -5.19627 -0.14
C 2.10741 -2.66431 -3.87762 -0.15
N 1.19473 -2.78498 -2.75477 0.05
C 0.59724 -3.89300 -2.39381 -0.01
C -0.29800 -3.97244 -1.32231 -0.12
C -0.89823 -5.21815 -0.97189 0.00
C -1.73568 -5.33053 0.09001 -0.27
C -2.38370 -6.63324 0.47927 -0.05
C -1.99686 -4.15324 0.85830 0.04
C -1.46778 -2.93537 0.56446 -0.12
C -1.70237 -1.71106 1.39925 -0.16
N -2.50242 -0.76011 1.15549 0.04
C -3.40136 -0.84559 0.00409 -0.20
C -2.87598 -0.13945 -1.25307 -0.16
C -2.95584 1.39113 -1.26190 -0.19
N -1.93300 1.96972 -0.40064 0.00
C -0.96931 2.62333 -0.89131 -0.22
C -0.72359 2.91698 -2.33971 -0.13
C -1.22793 4.02848 -2.94199 0.03
C 0.08216 1.98184 -3.08528 -0.30
O 0.60960 0.96717 -2.53889 -0.05
C -0.56815 -2.78808 -0.55222 -0.32
O -0.03014 -1.67195 -0.81855 -0.22
H -1.44463 5.65125 -5.97708 0.07
H -1.20573 6.47403 -4.43472 0.08
H -2.71391 5.62506 -4.75020 0.08
H -0.20566 3.60281 -6.13440 0.12
H 0.88271 1.47606 -6.38912 0.14
H 1.30306 0.13798 -3.82668 0.11
H 3.01476 -0.83159 -5.69249 0.13
H 1.59370 -0.69065 -6.71969 0.12
H 1.62331 -2.95393 -5.97416 0.11
H 0.35564 -2.16831 -5.04881 0.12
H 2.87951 -1.95007 -3.58752 0.13
H 2.60636 -3.62282 -4.01949 0.12
H 0.91494 -1.97182 -2.16724 0.11
H 0.83698 -4.78984 -2.96350 0.15
H -0.66486 -6.09270 -1.57401 0.12
H -2.00283 -7.45682 -0.12382 0.07
H -3.46711 -6.59139 0.34627 0.08
H -2.19404 -6.86638 1.52913 0.08
H -2.64768 -4.23980 1.72433 0.14
H -1.07043 -1.61079 2.29194 0.12
H -4.34041 -0.37660 0.30331 0.11
H -3.61852 -1.88665 -0.25303 0.11
H -3.46499 -0.50431 -2.09797 0.12
H -1.84003 -0.43880 -1.42478 0.08
H -3.92620 1.70402 -0.86882 0.12
H -2.88262 1.74421 -2.29510 0.11
H -0.22525 2.99992 -0.17659 0.10
H -1.81561 4.71625 -2.33976 0.14
C -1.66063 2.10105 3.04244 -0.09
N -0.63107 3.05263 2.61933 -0.20
C -1.25359 4.27013 2.14734 -0.13
C 0.40027 3.22607 3.59581 -0.19
C 0.61108 4.44971 4.22419 -0.05
C 1.59530 4.62084 5.19361 -0.13
C 2.36973 3.53050 5.55613 -0.12
C 2.17581 2.30438 4.93762 -0.04
C 1.21679 2.10761 3.92563 -0.27
N 1.12059 0.93924 3.20797 -0.07
C 1.28411 -0.26337 3.83391 -0.29
C 0.81274 -0.51350 5.14401 -0.04
C 0.86213 -1.76740 5.73032 -0.12
C 1.40311 -2.84231 5.03790 -0.13
C 1.90256 -2.62608 3.75733 -0.06
C 1.85184 -1.37872 3.14112 -0.21
N 2.32908 -1.18661 1.80443 -0.27
C 2.63989 -2.38143 1.05628 -0.12
C 3.38408 -0.18665 1.66522 -0.09
H -2.29297 2.53129 3.83604 0.09
H -1.19043 1.19598 3.42187 0.07
H -2.28491 1.83766 2.19003 0.05
H -1.83487 4.78727 2.92879 0.09
H -1.94248 4.01809 1.34017 0.06
H -0.49909 4.96327 1.77004 0.09
H -0.01258 5.29694 3.96923 0.09
H 1.73589 5.58771 5.66123 0.09
H 3.13809 3.63396 6.31406 0.09
H 2.79743 1.45813 5.20927 0.11
H 0.37403 0.31895 5.68189 0.11
H 0.46399 -1.90759 6.72961 0.09
H 1.45393 -3.82816 5.48310 0.08
H 2.35145 -3.46212 3.23450 0.09
H 3.55106 -2.89181 1.40985 0.09
H 2.79492 -2.10901 0.00824 0.08
H 1.80963 -3.08885 1.10639 0.08
H 4.35314 -0.56539 2.02468 0.09
H 3.11317 0.70436 2.22706 0.07
H 3.49595 0.07793 0.60796 0.08